# 1
A structure of composition C24H36N9O5S3Sn. Source: the Open Molecules 2025 dataset; level of theory: ωB97M-V with the def2-TZVPD basis set.

The geometry in ORCA input format:
```
! wB97M-V def2-TZVPD RIJCOSX def2/J DEFGRID3
* xyz 1 1
Sn 0.5588 -0.0004 -0.1754
C 0.8745 5.1296 2.0426
N 0.0830 4.0382 2.5902
C -0.4448 4.2181 3.9344
C -0.3184 3.0483 1.7669
O 0.0315 2.9781 0.5931
C -1.2315 1.9928 2.3809
O -1.6693 1.1297 1.3600
C -2.3724 0.0052 1.8318
C -1.4065 -1.0986 2.2734
O -0.1867 -0.8842 2.2742
N -1.9514 -2.2607 2.6419
C -1.1008 -3.3423 3.1292
C -3.3732 -2.5364 2.4588
H 1.5274 5.5188 2.8216
H 0.2375 5.9394 1.6777
H 1.4766 4.7617 1.2185
H 0.3049 4.7253 4.5383
H -0.6528 3.2627 4.4088
H -1.3551 4.8240 3.9363
H -2.0929 2.4701 2.8604
H -0.6644 1.4423 3.1398
H -2.9813 -0.3569 1.0035
H -3.0451 0.2688 2.6559
H -0.1401 -2.9327 3.4238
H -0.9469 -4.0953 2.3571
H -1.5763 -3.8034 3.9935
H -3.6699 -2.4095 1.4162
H -3.9923 -1.9040 3.0969
H -3.5542 -3.5736 2.7262
O 0.7124 -4.5540 -0.0212
C -0.5727 -4.8439 -0.3160
C -0.9473 -6.1862 -0.2357
C -2.2452 -6.5665 -0.5032
C -3.2024 -5.6165 -0.8593
C -2.8377 -4.2902 -0.9351
C -1.5289 -3.8745 -0.6586
C -1.1854 -2.4369 -0.7382
O 0.0459 -2.0867 -0.4705
N -2.1252 -1.5984 -1.0716
N -1.6528 -0.2902 -1.1174
C -2.4585 0.5279 -1.6772
S -2.1205 2.2446 -1.7583
C -3.2812 2.5162 -3.1250
C -4.5090 1.6739 -2.8386
S -3.9578 -0.0020 -2.4099
H 0.8180 -3.5861 -0.1050
H -0.1901 -6.9097 0.0364
H -2.5175 -7.6122 -0.4385
H -4.2167 -5.9173 -1.0836
H -3.5579 -3.5354 -1.2218
H -2.8141 2.2251 -4.0655
H -3.5167 3.5794 -3.1491
H -5.1505 1.5932 -3.7154
H -5.0843 2.0885 -2.0120
N 1.6369 2.4415 -1.6599
N 1.3841 2.4638 -3.0213
C 1.0525 1.3488 -3.6945
N 0.7703 1.5299 -4.9954
S 0.9828 -0.2093 -3.0487
H 0.9500 2.9706 -1.1289
H 2.5817 2.7435 -1.4595
H 1.3419 3.3528 -3.4987
H 0.9048 2.4116 -5.4608
H 0.5747 0.7163 -5.5516
N 4.1164 -0.2156 -1.4047
C 4.0379 -1.1274 -0.3733
C 5.1886 -1.7567 0.1214
C 5.0688 -2.6217 1.1827
C 3.8153 -2.8500 1.7476
C 2.7397 -2.1879 1.2047
N 2.8341 -1.3474 0.1618
H 4.9517 -0.2754 -1.9645
H 3.2716 -0.1235 -1.9564
H 6.1489 -1.5595 -0.3367
H 5.9459 -3.1224 1.5723
H 3.6803 -3.5245 2.5800
H 1.7423 -2.3163 1.6116
*
```

Output
Electronic energy, eV: -87455.2333
HOMO-LUMO gap, eV: 7.98

***

# 2
A cluster of 6 separate species, C24H36O18 in total at a distorted geometry. Source: the Open Molecules 2025 dataset; level of theory: ωB97M-V with the def2-TZVPD basis set.

The geometry in ORCA input format:
```
! wB97M-V def2-TZVPD RIJCOSX def2/J DEFGRID3
* xyz 0 1
C 28.1610 64.1340 36.2770
C 28.6240 65.6260 36.3240
C 27.4600 66.6650 36.5440
O 27.9630 67.4060 37.6080
C 29.1470 66.9490 38.1000
O 29.9460 67.4180 38.8810
O 29.4800 65.8210 37.4320
H 28.7300 63.4900 35.7130
H 27.2700 64.0720 35.6060
H 27.9020 63.8840 37.2190
H 29.2010 65.9590 35.5130
H 26.6560 66.2840 37.1210
H 27.1850 67.2900 35.6770
C 31.5480 65.3900 30.7300
C 31.9230 64.0210 31.1140
C 32.9840 63.9060 32.2220
O 32.3680 63.4520 33.3790
C 31.1670 62.9050 33.1210
O 30.5440 62.1540 33.8270
O 30.7710 63.2610 31.7800
H 30.9550 65.6190 31.5440
H 30.8990 65.5830 29.9600
H 32.5130 66.1650 30.5620
H 32.2330 63.3600 30.4150
H 33.5270 64.8810 32.4300
H 33.5690 63.1720 31.8840
C 36.1870 62.5280 29.2010
C 35.5660 62.6930 27.8020
C 34.3440 61.8190 27.6430
O 33.3190 62.6560 27.5460
C 33.6560 63.9740 27.6130
O 32.9040 64.9030 27.7220
O 34.9630 64.0600 27.5840
H 35.4760 62.8410 29.9880
H 37.0170 63.5000 29.1380
H 36.6990 61.5420 29.4550
H 36.3440 62.7500 27.0120
H 34.3720 61.0310 28.5210
H 34.4760 61.3100 26.7350
C 27.2210 62.2530 32.8930
C 27.7280 60.7320 33.0970
C 27.6640 60.4040 34.5850
O 26.6630 59.4410 34.6320
C 26.1870 59.1550 33.4280
O 25.2870 58.3100 33.0670
O 26.8510 59.9290 32.3960
H 27.8250 62.9190 33.2230
H 26.2830 62.6600 33.1070
H 27.4330 62.4910 31.8870
H 28.7820 60.5510 32.6720
H 27.3380 61.1620 35.2220
H 28.5310 59.8370 35.1120
C 34.5100 65.1020 35.2070
C 34.1530 65.8150 36.5720
C 32.6800 65.8020 36.8520
O 32.7090 64.9550 38.0060
C 33.8510 64.6390 38.4540
O 34.1670 63.7310 39.2750
O 34.7460 65.4010 37.7380
H 33.8890 65.4200 34.5790
H 34.3210 64.1550 35.3080
H 35.4490 65.2900 34.8740
H 34.3600 66.7800 36.2650
H 32.2850 65.4210 35.8980
H 32.2400 66.7150 37.3360
C 33.8900 60.2270 34.2810
C 33.5260 60.5800 35.7060
C 32.9400 59.3730 36.5000
O 33.8190 59.2760 37.5810
C 34.6070 60.2110 37.5750
O 35.4480 60.4300 38.5230
O 34.6140 60.9960 36.4340
H 32.9260 60.3110 33.6840
H 34.4680 59.3410 34.1290
H 34.6620 60.9750 33.9890
H 32.6860 61.4180 35.6190
H 33.0360 58.3110 35.8720
H 31.8770 59.7070 36.9110
*
```

Output
Electronic energy, eV: -62318.3349
HOMO-LUMO gap, eV: 9.75

***

# 3
A structure of composition C24H37As2N4PdTe. Source: the Open Molecules 2025 dataset; level of theory: ωB97M-V with the def2-TZVPD basis set.

The geometry in ORCA input format:
```
! wB97M-V def2-TZVPD RIJCOSX def2/J DEFGRID3
* xyz 3 1
Pd -0.0621 -0.4994 1.3792
C 2.6217 0.7989 3.1110
As 0.7251 0.5287 3.3802
C -0.0271 2.2318 3.8784
C 0.4751 -0.6881 4.8597
C 1.1512 -0.5843 6.0665
C 0.8520 -1.4800 7.0866
C -0.1172 -2.4573 6.9096
C -0.7986 -2.5663 5.7024
C -0.4914 -1.6844 4.6788
As -1.3480 -1.6646 2.9578
C -1.8176 -3.4944 2.5084
C -3.0305 -0.7198 3.1326
H 3.0165 1.3326 3.9769
H 2.7927 1.4038 2.2226
H 3.1210 -0.1633 3.0231
H 0.3168 2.4812 4.8821
H -1.1125 2.1770 3.8692
H 0.3063 2.9920 3.1741
H 1.9050 0.1771 6.2269
H 1.3808 -1.4135 8.0278
H -0.3435 -3.1420 7.7156
H -1.5527 -3.3334 5.5759
H -2.5775 -3.8708 3.1944
H -0.9377 -4.1325 2.5777
H -2.2439 -3.5233 1.5052
H -3.5443 -1.0678 4.0283
H -3.6454 -0.9178 2.2556
H -2.8427 0.3483 3.2019
C -0.6200 3.2760 -3.7990
C -1.6167 4.0964 -2.9888
C -3.0004 3.4577 -2.9698
C -1.1056 4.3900 -1.5764
N -0.9561 3.1761 -0.7623
C 0.0422 2.2913 -0.7008
N -0.3146 1.3442 0.1394
N -1.5572 1.6814 0.5986
N -1.9292 2.7713 0.0582
H -0.9347 3.2203 -4.8400
H -0.5640 2.2443 -3.4349
H 0.3803 3.7132 -3.7824
H -1.6983 5.0842 -3.4517
H -2.9718 2.4537 -2.5364
H -3.3814 3.3603 -3.9853
H -3.7141 4.0513 -2.3986
H -1.8027 5.0209 -1.0279
H -0.1318 4.8791 -1.6025
H 0.9651 2.3646 -1.2498
C 4.2011 -6.0784 -2.0812
C 3.0782 -5.1947 -1.7127
C 1.8968 -5.1657 -2.4780
C 0.8501 -4.3451 -2.1692
C -0.3795 -4.3833 -3.0210
C 0.9779 -3.4518 -1.0175
Te -0.4701 -2.1314 -0.7383
C 2.1920 -3.5145 -0.2007
C 2.3750 -2.6537 1.0106
C 3.1875 -4.3631 -0.5690
H 3.9643 -6.7394 -2.9095
H 4.5294 -6.6622 -1.2165
H 5.0637 -5.4579 -2.3554
H 1.8172 -5.8280 -3.3302
H -0.3407 -5.2326 -3.6984
H -0.4590 -3.4826 -3.6352
H -1.2887 -4.4659 -2.4265
H 1.5191 -2.7344 1.6850
H 2.4841 -1.6040 0.7201
H 3.2721 -2.9439 1.5528
H 4.0956 -4.4126 0.0185
*
```

Output
Electronic energy, eV: -163871.9402
HOMO-LUMO gap (alpha / beta), eV: 5.35 / 5.32

***

# 4
A structure of composition C24H37AsNO3PRhS4. Source: the Open Molecules 2025 dataset; level of theory: ωB97M-V with the def2-TZVPD basis set.

The geometry in ORCA input format:
```
! wB97M-V def2-TZVPD RIJCOSX def2/J DEFGRID3
* xyz -1 5
Rh 0.8913 1.3170 0.0584
S 1.1673 1.2430 2.4351
C 2.8663 1.2681 2.7624
C 3.2614 1.3489 4.1124
C 4.5861 1.3808 4.4777
C 5.5783 1.3155 3.4926
C 5.2201 1.2174 2.1678
C 3.8700 1.2014 1.7637
S 3.5269 1.1139 0.0727
H 2.4847 1.3964 4.8658
H 4.8568 1.4569 5.5238
H 6.6254 1.3438 3.7699
H 5.9760 1.1654 1.3944
N 1.7939 2.8561 -4.1318
C 1.6585 2.5206 -2.8184
O 1.2677 1.4055 -2.5058
C 2.0515 3.5875 -1.8255
C 1.2220 3.5136 -0.5558
H 1.5621 2.1741 -4.8322
H 2.1158 3.7622 -4.4130
H 1.9981 4.5678 -2.3205
H 3.1013 3.4005 -1.5768
H 0.2033 3.8728 -0.7337
H 1.6767 4.0933 0.2461
C -0.4493 -2.1949 -0.7437
As 1.2158 -1.2799 -0.3013
C 2.2422 -1.7771 -1.8910
C 2.0169 -2.5594 1.0227
C 1.8079 -3.9899 0.6746
C 2.6776 -4.6695 -0.1807
C 2.4426 -5.9875 -0.5411
C 1.3370 -6.6634 -0.0448
C 0.4758 -6.0087 0.8249
C 0.7095 -4.6902 1.1780
H -0.3186 -3.2662 -0.8965
H -0.8139 -1.7271 -1.6563
H -1.1824 -2.0158 0.0427
H 2.0654 -2.8161 -2.1683
H 3.3016 -1.6114 -1.6953
H 1.9363 -1.1136 -2.6991
H 1.5585 -2.3152 1.9809
H 3.0740 -2.2944 1.0663
H 3.5534 -4.1549 -0.5585
H 3.1255 -6.4929 -1.2133
H 1.1510 -7.6917 -0.3283
H -0.3834 -6.5299 1.2291
H 0.0324 -4.1846 1.8574
C -3.7973 3.8465 -1.0220
C -3.9977 3.3838 0.4166
C -2.9131 3.9138 1.3445
O -4.1436 1.9571 0.4647
P -2.9937 0.8328 0.7399
S -2.5765 0.5878 2.6263
S -1.5490 1.1378 -0.6516
O -3.8622 -0.4481 0.2778
C -4.5896 -0.4714 -0.9572
C -4.2859 -1.7855 -1.6590
C -6.0710 -0.3338 -0.6363
H -3.8620 4.9360 -1.0650
H -4.5700 3.4199 -1.6643
H -2.8244 3.5241 -1.3896
H -4.9667 3.7577 0.7644
H -1.9335 3.5476 1.0337
H -3.0958 3.5772 2.3639
H -2.9065 5.0052 1.3225
H -4.2631 0.3672 -1.5787
H -4.3607 -2.6003 -0.9369
H -3.2779 -1.7788 -2.0674
H -4.9984 -1.9573 -2.4677
H -6.3794 -1.1633 0.0036
H -6.6693 -0.3413 -1.5495
H -6.2497 0.5972 -0.1002
*
```

Output
Expectation value of S²: 6.029
Electronic energy, eV: -149601.9902
HOMO-LUMO gap (alpha / beta), eV: 5.89 / 5.85

***

# 5
A cluster of 4 separate species, C24H37BN3O3S2 in total. Source: the Open Molecules 2025 dataset; level of theory: ωB97M-V with the def2-TZVPD basis set.

The geometry in ORCA input format:
```
! wB97M-V def2-TZVPD RIJCOSX def2/J DEFGRID3
* xyz 1 1
C -0.7832 6.6157 0.7567
O -0.8710 6.7776 -0.6390
C -0.9983 5.5620 -1.3425
C -2.4415 5.0682 -1.4003
C -2.6461 3.7405 -2.1345
C -2.2004 2.4655 -1.4044
C -0.7054 2.1329 -1.3540
C -0.0098 2.0819 -2.7157
C 1.5124 1.9189 -2.6048
C 1.9582 0.4548 -2.5230
S 2.1272 -0.0360 -0.7708
S 4.1077 0.3397 -0.4068
B 1.8326 -1.9689 -0.5642
O 0.6991 -2.1390 0.0821
O 2.7744 -2.8570 -0.9461
H -0.7393 7.6129 1.1922
H -1.6559 6.0929 1.1683
H 0.1213 6.0620 1.0445
H -0.6458 5.7647 -2.3595
H -0.3310 4.8085 -0.9024
H -3.0144 5.8440 -1.9183
H -2.8622 4.9969 -0.3904
H -3.7180 3.6338 -2.3253
H -2.1830 3.7993 -3.1274
H -2.7112 1.6152 -1.8735
H -2.5776 2.5112 -0.3756
H -0.6131 1.1467 -0.8775
H -0.1682 2.8212 -0.6922
H -0.4238 1.2314 -3.2722
H -0.2322 2.9747 -3.3023
H 1.8612 2.4421 -1.7058
H 2.0319 2.3884 -3.4427
H 2.9117 0.2552 -3.0134
H 1.2107 -0.2356 -2.9249
H 3.8026 0.9888 0.7249
H 0.3931 -1.3503 0.6433
H 2.7192 -3.2374 -1.8248
N -0.2480 -0.2120 1.6865
C -1.5765 -0.1799 1.5243
C -2.4500 0.1853 2.5349
C -1.9270 0.5327 3.7692
C -0.5504 0.5023 3.9460
C 0.2451 0.1207 2.8821
H -1.9730 -0.4582 0.5542
H -3.5133 0.1876 2.3395
H -2.5786 0.8214 4.5832
H -0.0989 0.7631 4.8925
H 1.3231 0.0791 2.9941
N 6.9625 -6.3523 0.3463
C 6.2167 -5.4241 -0.2451
C 5.5325 -4.4337 0.4452
C 5.6298 -4.4076 1.8278
C 6.4037 -5.3685 2.4567
C 7.0486 -6.3161 1.6730
H 6.1637 -5.4753 -1.3277
H 4.9408 -3.7061 -0.0917
H 5.1115 -3.6536 2.4073
H 6.5105 -5.3904 3.5326
H 7.6628 -7.0811 2.1342
N -3.9577 -1.9860 0.3075
C -3.8916 -2.8754 1.2974
C -4.5674 -4.0855 1.2889
C -5.3563 -4.3946 0.1925
C -5.4330 -3.4803 -0.8458
C -4.7186 -2.2969 -0.7415
H -3.2662 -2.6095 2.1440
H -4.4746 -4.7654 2.1245
H -5.9009 -5.3284 0.1486
H -6.0367 -3.6737 -1.7217
H -4.7643 -1.5611 -1.5368
*
```

Output
Electronic energy, eV: -58443.3385
HOMO-LUMO gap, eV: 7.89

***

# 6
A cluster of 3 separate species, C24H37BrNO7P2 in total at a distorted geometry. Source: the Open Molecules 2025 dataset; level of theory: ωB97M-V with the def2-TZVPD basis set.

The geometry in ORCA input format:
```
! wB97M-V def2-TZVPD RIJCOSX def2/J DEFGRID3
* xyz 1 1
C -4.3002 -2.8645 4.6115
C -4.7170 -2.1142 3.1832
C -4.5097 -3.2412 1.9994
C -2.9425 -3.1981 1.4898
C -1.8888 -4.0816 2.4450
C -0.2928 -4.1190 2.0496
C 0.1564 -3.2322 0.7401
C -0.9938 -2.3899 -0.1359
P -0.3400 -1.4553 -1.6608
C 1.5100 -0.9480 -1.3080
O -1.1207 0.0756 -1.9308
N -2.4524 -2.4188 0.2503
P -3.7847 -1.5798 -0.6607
O -3.5163 -1.7289 -2.4110
Br -3.8314 0.6638 -0.0709
O -3.7890 -0.9530 3.0705
C -4.0583 0.0278 4.1663
C -3.4223 1.5185 3.7508
C -4.2530 2.6335 2.8444
C -3.6644 4.0879 2.3670
C -2.1340 4.5118 2.8162
C -1.2480 3.4679 3.7699
C -1.8910 1.9988 4.2222
H -4.6602 -3.9765 4.6757
H -3.1199 -2.7739 4.7568
H -4.7940 -2.3141 5.5495
H -5.8392 -1.7732 3.3298
H -4.6424 -4.3060 2.5237
H -5.3079 -3.2120 1.1468
H -2.3093 -4.6723 3.3936
H 0.4427 -4.7640 2.6950
H 1.2991 -3.2635 0.4490
H 2.2120 -1.2969 -2.1970
H 1.5825 0.2440 -1.3137
H 1.8790 -1.2813 -0.2497
H -0.6393 0.8400 -1.4775
H -4.3480 -2.2479 -2.7004
H -3.4854 -0.2570 5.1742
H -5.2291 0.0793 4.3323
H -5.3393 2.3161 2.4930
H -4.3635 4.7742 1.6857
H -1.6818 5.5452 2.4611
H -0.1768 3.8372 4.0730
H -1.2002 1.3208 4.8922
O 0.1251 2.7196 -0.5517
C 0.5708 3.2801 -1.5519
O 1.8069 3.8254 -1.5393
C 2.4936 4.3183 -2.7036
C 2.1193 5.7603 -2.9810
C -0.2848 3.4562 -2.7730
H 2.3268 3.6675 -3.5658
H 3.5634 4.2629 -2.4779
H 1.0542 5.8639 -3.2053
H 2.6908 6.1508 -3.8284
H 2.3204 6.3841 -2.1032
H -0.8772 4.3678 -2.6706
H -0.9588 2.5967 -2.8503
H 0.2804 3.4808 -3.7026
O 3.6697 -1.5093 -3.5398
C 4.8316 -1.8710 -3.3603
O 5.6401 -1.1898 -2.5189
C 6.9362 -1.6418 -2.0875
C 8.0088 -1.2263 -3.0741
C 5.4043 -3.0158 -4.1449
H 6.9357 -2.7178 -1.8956
H 7.1277 -1.1569 -1.1248
H 7.8525 -1.6834 -4.0550
H 8.9994 -1.5162 -2.7113
H 7.9922 -0.1412 -3.2239
H 5.7915 -2.6440 -5.0959
H 4.6035 -3.7366 -4.3403
H 6.1806 -3.5638 -3.6146
*
```

Output
Electronic energy, eV: -129907.3442
HOMO-LUMO gap, eV: 5.94